Computed, not measured: a 5-piece molecular cluster, C29H50ClN2O8PS3 overall in a non-equilibrium geometry, with ωB97M-V/def2-TZVPD.

Structure (XYZ):
```
94
Properties=species:S:1:pos:R:3:forces:R:3
O 7.150037 0.503378 -2.735011 -3.89 -0.74 2.07
S 5.822695 0.864361 -2.100761 4.39 4.65 -2.73
O 5.774624 2.388402 -2.053547 -1.25 -4.45 0.36
Cl 5.658748 0.237846 -0.108909 -0.11 -0.11 -1.16
C 4.372949 0.157823 -3.076138 -0.99 0.54 -0.72
C 3.119763 1.131179 -2.813487 -0.32 0.60 1.36
C 1.706438 0.382436 -2.638509 0.04 -0.72 -0.28
C 0.579672 0.804479 -3.702019 -0.60 0.04 0.15
C -0.391035 1.979793 -3.226266 -3.98 1.05 -0.56
C -1.888741 1.924850 -3.692415 3.48 3.02 2.91
C -2.858405 3.120062 -3.261235 2.11 1.04 0.98
C -4.374195 3.012422 -3.823612 1.26 -0.30 0.53
C -5.162701 1.948879 -2.926510 -1.78 -2.23 2.19
C -4.812476 1.837709 -1.404288 -2.87 -2.25 -1.01
C -5.596475 0.844091 -0.505319 -0.64 0.13 -3.24
C -6.723678 -0.097594 -1.066399 2.07 2.67 -2.47
C -7.070782 -0.000277 -2.577982 2.90 2.32 1.05
C -6.293194 1.011941 -3.504061 1.28 0.26 3.58
C -2.372859 4.330378 -2.383123 1.09 -1.55 -1.06
P -3.524200 5.770423 -1.890290 -0.46 0.99 0.61
O -3.636976 6.888507 -3.199073 1.24 -1.67 1.76
O -2.845268 6.686305 -0.583396 -0.87 -0.59 -2.88
S -5.276217 5.187023 -1.286461 0.63 0.35 -0.68
C -0.882663 4.433971 -1.887836 0.50 -1.37 -0.58
N -0.207036 5.421413 -1.096343 -0.46 -3.35 -2.45
S 1.446326 4.943736 -0.971439 -4.21 -2.60 -2.50
N 1.329942 3.499888 -1.855371 -2.34 -0.08 -0.64
C 0.013586 3.217124 -2.361986 1.87 2.38 1.71
H 4.687296 0.281613 -4.184371 0.00 -0.39 2.02
H 4.179212 -0.946437 -2.829303 0.53 1.75 -0.14
H 3.044941 1.965356 -3.604694 0.33 -1.47 1.18
H 3.321201 1.682769 -1.816703 -0.33 -0.77 -1.74
H 1.253464 0.488083 -1.578115 0.93 -0.07 -1.76
H 1.907530 -0.750052 -2.779340 -0.51 1.75 0.20
H 0.994816 1.092213 -4.741531 -0.36 -0.39 1.72
H -0.085869 -0.128165 -3.880597 0.93 1.67 0.32
H -2.232797 1.036126 -4.320714 0.32 1.56 1.06
H -4.819082 4.072926 -3.801182 0.37 -1.84 -0.02
H -4.258456 2.643648 -4.915039 -0.42 0.59 1.78
H -4.012611 2.495431 -0.894615 -1.51 -1.20 -1.17
H -5.319886 0.813142 0.608119 -0.57 -0.04 -1.93
H -7.250493 -0.828973 -0.366684 0.75 1.22 -1.13
H -7.862391 -0.650551 -3.083017 1.26 1.01 1.02
H -6.520801 1.112548 -4.619851 0.22 -0.31 1.85
H -2.742818 7.112892 -3.546788 -0.68 -0.22 0.33
H -3.410465 7.506108 -0.590122 0.64 -1.00 0.13
C 0.835816 -3.609937 -1.024473 0.24 0.02 -0.17
C 0.543150 -2.562165 0.038445 -0.52 -0.50 -0.05
C -0.087400 -3.186779 1.272573 0.03 0.12 0.30
O -0.338201 -1.576521 -0.497574 0.11 0.31 -0.13
H -0.085853 -4.102035 -1.352036 0.02 -0.02 0.14
H 1.278347 -3.145386 -1.910455 0.03 -0.02 0.09
H 1.523488 -4.372173 -0.648805 -0.06 0.02 -0.05
H 1.470077 -2.052568 0.317477 -0.16 0.15 -0.06
H -1.041268 -3.664270 1.024432 0.10 -0.07 -0.13
H -0.302392 -2.421238 2.022646 0.17 -0.08 -0.06
H 0.572634 -3.936045 1.717150 -0.07 0.06 0.01
H -1.161987 -2.016974 -0.747514 0.15 0.08 0.10
C 4.083268 -0.911470 4.825014 0.20 -0.12 0.16
C 3.353041 -1.126543 3.509861 -0.05 0.65 0.42
C 3.466049 0.093325 2.610028 0.00 -0.05 -0.30
O 1.976268 -1.398941 3.769228 -0.22 -0.29 -0.17
H 3.655407 -0.067589 5.377004 -0.04 0.04 -0.14
H 3.985128 -1.791226 5.467465 0.02 0.02 -0.10
H 5.144274 -0.716809 4.658076 -0.15 -0.02 0.05
H 3.766772 -2.000415 2.998341 -0.21 -0.02 0.05
H 3.016594 0.972208 3.083720 0.11 -0.05 0.09
H 2.927424 -0.070094 1.671956 0.08 -0.02 0.04
H 4.510509 0.317333 2.379501 -0.09 0.03 0.09
H 1.601093 -0.631355 4.221676 0.13 -0.14 -0.09
C -7.200963 -4.001979 1.091618 0.25 0.02 -0.19
C -7.509518 -2.961953 2.157421 -0.48 -0.52 -0.10
C -8.147832 -3.597267 3.382511 0.05 0.11 0.30
O -8.391832 -1.978615 1.619095 0.11 0.29 -0.08
H -8.116731 -4.497719 0.753027 0.01 -0.02 0.15
H -6.753252 -3.529980 0.212522 0.03 -0.02 0.11
H -6.512199 -4.762158 1.469360 -0.06 0.02 -0.05
H -6.588418 -2.448581 2.447434 -0.17 0.15 -0.10
H -9.096346 -4.078885 3.123328 0.11 -0.06 -0.09
H -8.374487 -2.837036 4.135014 0.10 -0.06 -0.07
H -7.487391 -4.345269 3.828884 -0.08 0.03 -0.02
H -9.210591 -2.422667 1.359274 0.17 0.07 0.08
C 8.932373 -1.737970 2.379227 -0.05 0.08 -0.30
C 8.357585 -0.917891 3.523448 0.37 -0.61 0.12
C 9.273760 -0.941891 4.736724 0.02 0.25 0.20
O 7.078771 -1.438324 3.884400 -0.13 0.13 -0.09
H 9.048232 -2.787198 2.670495 0.08 0.09 0.11
H 8.258380 -1.721283 1.518283 0.08 0.08 0.06
H 9.906820 -1.352869 2.067996 -0.06 -0.07 0.01
H 8.207918 0.114926 3.196289 -0.21 -0.11 0.06
H 9.401399 -1.963406 5.109662 0.04 0.00 -0.15
H 8.842795 -0.358150 5.554826 0.05 0.01 -0.12
H 10.258447 -0.532861 4.496114 -0.05 -0.06 0.04
H 7.200169 -2.352529 4.175648 0.01 0.18 -0.06
```
Forces are in eV/Å.

As for the total energy: -3842.1973 a.u. The charge is 0. Its HOMO energy is -8.30 eV. The value obtained for the molecular weight is 717.353 g/mol. As for the LUMO energy: -1.58 eV.